# 1
# C21H35N3S

The molecule C21H35N3S (ωB97M-V with the def2-TZVPD basis set, the Open Molecules 2025 dataset).

Computed properties:
highest occupied orbital energy: -7.872 eV
gap between HOMO and LUMO: 8.398 eV

Structure (ORCA input):
```
! RIJCOSX wB97M-V def2-TZVPD def2/J DEFGRID3
* xyz 0 1
C -5.107 -2.161 -0.738
C -3.586 -2.044 -0.600
C -3.117 -2.887 0.587
C -2.960 -2.628 -1.876
C -3.122 -0.571 -0.532
C -3.225 0.288 0.753
C -2.219 -0.110 1.849
C -4.630 0.309 1.357
N -2.980 1.681 0.353
C -1.916 2.252 -0.257
S -2.113 3.773 -0.894
N -0.748 1.588 -0.327
C 0.468 2.186 -0.834
C 1.203 2.982 0.253
C 1.809 2.040 1.299
N 2.692 1.034 0.740
C 3.985 1.543 0.314
C 4.949 0.410 0.084
C 5.087 -0.583 1.047
C 5.970 -1.629 0.854
C 6.731 -1.693 -0.303
C 6.600 -0.708 -1.265
C 5.711 0.336 -1.074
C 2.011 0.254 -0.275
C 1.381 1.094 -1.396
H -5.467 -1.538 -1.554
H -5.624 -1.870 0.170
H -5.378 -3.192 -0.957
H -2.039 -2.822 0.710
H -3.372 -3.931 0.414
H -3.596 -2.578 1.511
H -3.297 -3.650 -2.032
H -1.874 -2.637 -1.808
H -3.244 -2.040 -2.746
H -2.073 -0.550 -0.837
H -3.677 -0.031 -1.305
H -2.681 -0.778 2.570
H -1.896 0.780 2.386
H -1.346 -0.622 1.451
H -4.885 -0.654 1.787
H -4.668 1.053 2.151
H -5.370 0.563 0.603
H -3.809 2.250 0.260
H -0.633 0.767 0.243
H 0.160 2.871 -1.632
H 1.992 3.573 -0.213
H 0.503 3.671 0.727
H 1.006 1.510 1.826
H 2.365 2.615 2.042
H 3.932 2.169 -0.592
H 4.369 2.170 1.126
H 4.486 -0.527 1.941
H 6.069 -2.397 1.608
H 7.422 -2.509 -0.453
H 7.188 -0.754 -2.170
H 5.611 1.101 -1.831
H 1.238 -0.333 0.234
H 2.728 -0.452 -0.701
H 2.171 1.568 -1.980
H 0.815 0.446 -2.067
*
```

***

# 2
# C48H41AsBN6Rh

A structure of composition C48H41AsBN6Rh (ωB97M-V with the def2-TZVPD basis set, the Open Molecules 2025 dataset).

Computed properties:
highest occupied orbital energy: -13.299 eV
gap between HOMO and LUMO: 6.545 eV
relative energy (zero: lowest compared OMol25 entry of this formula, charge and spin): 24.7 kJ/mol

Structure (ORCA input):
```
! RIJCOSX wB97M-V def2-TZVPD def2/J DEFGRID3
* xyz 2 1
Rh -0.025 0.799 -0.248
C 0.125 5.047 3.118
C 0.074 4.431 1.762
C 0.030 5.049 0.531
C -0.020 4.037 -0.432
N 0.020 2.850 0.211
N 0.063 3.103 1.560
B 0.103 1.960 2.611
N 1.336 1.090 2.275
N 1.470 0.744 0.985
C 2.647 0.134 0.801
C 3.289 0.071 2.034
C 2.430 0.683 2.942
C 2.630 0.965 4.389
C 3.076 -0.164 -0.562
C 4.208 -0.926 -0.828
C 4.627 -1.117 -2.136
C 3.934 -0.539 -3.192
C 2.802 0.225 -2.944
C 2.392 0.401 -1.637
N -1.160 1.092 2.359
N -1.450 0.845 1.071
C -2.643 0.241 0.981
C -3.136 0.091 2.274
C -2.175 0.648 3.118
C -2.198 0.818 4.597
C -3.210 0.028 -0.348
C -4.425 -0.620 -0.526
C -4.966 -0.748 -1.797
C -4.307 -0.226 -2.901
C -3.093 0.431 -2.741
C -2.565 0.557 -1.470
C -0.110 4.258 -1.896
C -0.193 3.232 -2.839
C -0.286 3.486 -4.196
C -0.296 4.799 -4.642
C -0.217 5.835 -3.725
C -0.128 5.570 -2.368
H 0.117 6.130 3.022
H 1.031 4.758 3.650
H -0.732 4.750 3.721
H 0.021 6.111 0.359
H 0.139 2.391 3.717
H 4.259 -0.341 2.252
H 3.546 0.490 4.732
H 1.798 0.592 4.986
H 2.714 2.038 4.568
H 4.760 -1.375 -0.012
H 5.509 -1.712 -2.332
H 4.281 -0.672 -4.207
H 2.269 0.701 -3.756
H 1.552 1.101 -1.493
H -4.084 -0.324 2.571
H -3.123 0.416 5.002
H -2.131 1.871 4.872
H -1.361 0.299 5.064
H -4.949 -1.030 0.328
H -5.913 -1.256 -1.925
H -4.746 -0.309 -3.886
H -2.587 0.868 -3.591
H -1.659 1.186 -1.389
H -0.186 2.220 -2.481
H -0.351 2.671 -4.905
H -0.368 5.015 -5.699
H -0.226 6.860 -4.068
H -0.069 6.395 -1.671
C -4.138 -4.049 -0.679
C -3.586 -3.869 0.581
C -2.399 -3.162 0.729
C -1.776 -2.636 -0.394
C -2.332 -2.805 -1.660
C -3.508 -3.521 -1.800
As -0.106 -1.683 -0.250
C 0.755 -2.438 1.277
C 0.488 -2.199 2.615
C 1.223 -2.882 3.575
C 2.204 -3.786 3.183
C 2.458 -4.027 1.840
C 1.731 -3.353 0.866
C 1.881 -3.515 -0.600
C 2.750 -4.394 -1.233
C 2.792 -4.444 -2.619
C 1.984 -3.615 -3.387
C 1.114 -2.726 -2.769
C 1.062 -2.697 -1.387
H -5.056 -4.610 -0.790
H -4.069 -4.293 1.450
H -1.962 -3.048 1.713
H -1.846 -2.396 -2.538
H -3.934 -3.671 -2.784
H -0.279 -1.492 2.911
H 1.028 -2.719 4.627
H 2.771 -4.318 3.935
H 3.213 -4.750 1.560
H 3.392 -5.045 -0.654
H 3.463 -5.138 -3.107
H 2.029 -3.666 -4.466
H 0.486 -2.077 -3.368
*
```

***

# 3
# H2NOS

A cluster of 2 separate species, H2NOS in total (ωB97M-V with the def2-TZVPD basis set, the Open Molecules 2025 dataset).

Computed properties:
highest occupied orbital energy (alpha / beta): -1.296 / -2.782 eV
gap between HOMO and LUMO (alpha / beta): 5.811 / 7.191 eV
relative energy (zero: lowest compared OMol25 entry of this formula, charge and spin): 56.7 kJ/mol

Structure (ORCA input):
```
! RIJCOSX wB97M-V def2-TZVPD def2/J DEFGRID3
* xyz -1 3
N 0.224 -0.896 -0.503
O -0.435 -0.082 0.099
S -0.132 -2.488 -0.296
H 0.429 1.560 0.439
H -0.085 1.906 0.261
*
```

***

# 4
# C5H38N2O12

A cluster of 13 separate species, C5H38N2O12 in total (ωB97M-V with the def2-TZVPD basis set, the Open Molecules 2025 dataset).

Computed properties:
highest occupied orbital energy: -15.443 eV
gap between HOMO and LUMO: 10.627 eV
relative energy (zero: lowest compared OMol25 entry of this formula, charge and spin): 0.0 kJ/mol

Structure (ORCA input):
```
! RIJCOSX wB97M-V def2-TZVPD def2/J DEFGRID3
* xyz 2 1
C 2.769 -1.432 2.298
C 1.626 -0.569 1.786
C 2.141 0.426 0.701
C 1.044 1.091 -0.029
C 0.400 2.191 0.469
N -0.753 2.743 -0.265
N 0.549 -1.493 1.198
H 2.445 -2.149 3.069
H 3.361 -1.964 1.521
H 3.517 -0.824 2.798
H 1.155 0.009 2.609
H 2.812 -0.114 0.019
H 2.792 1.168 1.233
H 0.806 0.670 -1.016
H 0.626 2.624 1.420
H -1.638 2.551 0.250
H -0.839 2.351 -1.231
H -0.674 3.795 -0.328
H -0.208 -0.952 0.689
H 0.045 -2.010 1.955
H 0.955 -2.156 0.537
H 1.649 1.423 -2.802
H 3.141 1.662 -3.213
O 2.581 1.152 -2.666
H -2.930 1.120 2.459
H -4.154 1.529 1.524
O -3.177 1.412 1.564
H -1.161 -2.553 4.547
H -2.183 -2.782 3.411
O -1.426 -2.217 3.657
H -0.343 1.076 -3.530
H -0.059 2.526 -3.812
O 0.014 1.887 -3.107
H 0.081 -2.701 -2.154
H -0.850 -3.406 -3.115
O -0.635 -2.569 -2.758
H 0.104 2.340 4.311
H -0.867 1.339 3.703
O -0.062 1.824 3.538
H -2.217 0.316 0.635
H -2.039 -0.115 -0.864
O -1.605 -0.139 0.010
H 2.145 -2.418 -1.421
H 1.725 -3.888 -1.061
O 1.426 -2.989 -1.045
H -1.975 -0.569 3.789
H -2.850 0.397 4.691
O -2.320 0.331 3.898
H 4.069 -1.587 -2.524
H 3.080 -0.454 -2.251
O 3.334 -1.345 -1.954
H -3.651 1.240 -2.391
H -2.331 0.564 -2.895
O -2.725 1.077 -2.123
H -1.494 -0.493 -4.896
H -0.986 -1.151 -3.609
O -1.290 -0.289 -3.963
*
```

***

# 5
# CH4N2S

A cluster of 2 separate species, CH4N2S in total (ωB97M-V with the def2-TZVPD basis set, the Open Molecules 2025 dataset).

Computed properties:
highest occupied orbital energy (alpha / beta): -8.674 / -8.688 eV
gap between HOMO and LUMO (alpha / beta): 7.174 / 7.180 eV
relative energy (zero: lowest compared OMol25 entry of this formula, charge and spin): 440.4 kJ/mol

Structure (ORCA input):
```
! RIJCOSX wB97M-V def2-TZVPD def2/J DEFGRID3
* xyz 0 1
C 0.211 -0.544 0.578
N 1.119 0.242 0.000
N -1.033 -0.192 0.361
S 0.609 -2.783 2.758
H 0.950 0.985 -0.663
H 2.094 0.204 0.031
H -1.541 0.567 -0.292
H -1.748 -0.812 0.744
*
```

***

# 6
# C4H13N2O

A cluster of 2 separate species, C4H13N2O in total (ωB97M-V with the def2-TZVPD basis set, the Open Molecules 2025 dataset).

Computed properties:
highest occupied orbital energy: -13.716 eV
gap between HOMO and LUMO: 10.762 eV
relative energy (zero: lowest compared OMol25 entry of this formula, charge and spin): 139.6 kJ/mol

Structure (ORCA input):
```
! RIJCOSX wB97M-V def2-TZVPD def2/J DEFGRID3
* xyz 1 1
C 2.473 -0.214 0.551
C 1.186 0.205 1.240
C -0.075 -0.228 0.517
C -1.265 -0.382 1.070
N -2.290 -1.008 0.301
N 0.003 -0.535 -0.918
H 2.505 0.216 -0.439
H 3.324 0.208 1.080
H 2.607 -1.288 0.465
H 1.152 1.292 1.316
H 1.070 -0.195 2.244
H -1.473 -0.066 2.086
H -3.194 -0.550 0.308
H -2.425 -1.971 0.577
H 0.861 -1.011 -1.192
H -0.033 0.365 -1.432
H -0.865 -1.066 -1.119
H -1.539 1.770 -2.875
H -0.998 2.680 -1.724
O -1.023 1.778 -2.058
*
```

***

# 7
# C4H7ClFN

The molecule C4H7ClFN (ωB97M-V with the def2-TZVPD basis set, the Open Molecules 2025 dataset).

Computed properties:
highest occupied orbital energy: -9.371 eV
gap between HOMO and LUMO: 10.403 eV
relative energy (zero: lowest compared OMol25 entry of this formula, charge and spin): 32.1 kJ/mol

Structure (ORCA input):
```
! RIJCOSX wB97M-V def2-TZVPD def2/J DEFGRID3
* xyz 0 1
N -1.195 -1.253 -0.544
C 0.030 -0.890 0.139
C -0.336 0.269 1.162
C 0.233 1.252 0.143
F -0.811 1.701 -0.718
C 0.988 0.130 -0.637
Cl 2.696 0.060 -0.190
H -1.531 -0.464 -1.014
H -1.116 -2.087 -1.143
H 0.565 -1.742 0.655
H 0.126 0.146 2.164
H -1.403 0.566 1.202
H 0.801 2.124 0.444
H 0.954 0.190 -1.663
*
```

***

# 8
# C3H4S4

The molecule C3H4S4 (ωB97M-V with the def2-TZVPD basis set, the Open Molecules 2025 dataset).

Computed properties:
highest occupied orbital energy: -8.984 eV
gap between HOMO and LUMO: 7.003 eV
relative energy (zero: lowest compared OMol25 entry of this formula, charge and spin): 155.2 kJ/mol

Structure (ORCA input):
```
! RIJCOSX wB97M-V def2-TZVPD def2/J DEFGRID3
* xyz 0 1
S 0.623 -1.615 -1.728
C 1.020 -0.963 -0.170
S 2.266 -1.539 0.865
C -0.202 -0.265 0.498
S -0.564 -0.581 2.095
C -1.224 0.589 -0.404
S -0.486 2.215 -0.572
H 1.698 -0.856 1.956
H -1.616 0.228 -1.296
H -2.240 0.911 0.052
H 0.724 1.876 -1.296
*
```

***

# 9
# C33H39BFN11O3RuS

A structure of composition C33H39BFN11O3RuS (ωB97M-V with the def2-TZVPD basis set, the Open Molecules 2025 dataset).

Computed properties:
highest occupied orbital energy (alpha / beta): -8.665 / -8.603 eV
gap between HOMO and LUMO (alpha / beta): 5.224 / 5.163 eV
relative energy (zero: lowest compared OMol25 entry of this formula, charge and spin): 9.5 kJ/mol

Structure (ORCA input):
```
! RIJCOSX wB97M-V def2-TZVPD def2/J DEFGRID3
* xyz 1 2
Ru 0.321 -0.370 -0.572
C 2.292 3.613 2.526
C 0.834 3.688 2.968
N -0.097 3.371 1.898
C -0.366 2.122 1.480
S -1.552 1.864 0.287
N 0.285 1.138 2.091
N 0.097 -0.055 1.508
C 0.130 -1.107 2.262
C 0.265 -0.990 3.745
C 0.021 -2.368 1.549
C -0.121 -3.614 2.155
C -0.253 -4.741 1.370
C -0.244 -4.617 -0.013
C -0.103 -3.357 -0.556
N 0.031 -2.265 0.206
H 2.962 3.858 3.353
H 2.485 4.303 1.704
H 2.510 2.599 2.188
H 0.597 4.692 3.318
H 0.664 2.997 3.795
H -0.658 4.097 1.490
H 1.095 -0.324 3.982
H 0.430 -1.954 4.220
H -0.630 -0.533 4.171
H -0.144 -3.691 3.232
H -0.372 -5.713 1.831
H -0.355 -5.473 -0.662
H -0.100 -3.187 -1.625
B -0.867 1.142 -3.473
N -1.704 0.065 -2.682
C -2.914 -0.302 -3.116
C -3.477 -1.184 -2.210
C -2.518 -1.305 -1.214
N -1.456 -0.556 -1.520
N 0.343 1.750 -2.679
C 0.985 2.841 -3.115
C 1.930 3.211 -2.175
C 1.799 2.262 -1.165
N 0.836 1.397 -1.490
H -1.626 2.056 -3.690
H -0.451 0.643 -4.492
H -3.298 0.100 -4.038
H -4.442 -1.656 -2.259
H -2.547 -1.865 -0.295
H 0.714 3.286 -4.058
H 2.603 4.050 -2.213
H 2.315 2.162 -0.226
F 5.859 1.111 3.228
C 5.824 0.349 2.114
C 4.626 0.123 1.501
C 4.586 -0.614 0.317
C 3.296 -0.794 -0.368
O 2.293 -0.290 0.170
C 3.332 -1.507 -1.598
C 4.530 -1.996 -2.029
N 5.712 -1.859 -1.394
C 6.916 -2.394 -1.995
C 6.866 -3.758 -2.603
C 7.611 -3.543 -1.320
C 5.773 -1.129 -0.217
C 6.985 -0.898 0.443
C 7.026 -0.157 1.607
N 8.292 0.089 2.219
C 9.101 1.164 1.662
C 10.576 0.739 1.769
N 10.674 -0.301 2.853
C 9.874 0.099 4.057
C 8.380 0.069 3.675
C 2.155 -1.784 -2.529
O 2.368 -2.521 -3.478
O 1.029 -1.225 -2.275
H 3.706 0.531 1.902
H 4.538 -2.539 -2.965
H 7.525 -1.645 -2.487
H 7.428 -3.911 -3.513
H 5.932 -4.299 -2.550
H 8.692 -3.564 -1.338
H 7.153 -3.925 -0.417
H 7.907 -1.306 0.054
H 8.935 2.112 2.189
H 8.841 1.321 0.618
H 11.234 1.562 2.041
H 10.938 0.277 0.853
H 11.648 -0.471 3.098
H 10.273 -1.166 2.487
H 10.210 1.097 4.331
H 10.105 -0.582 4.872
H 7.891 0.918 4.157
H 7.906 -0.841 4.039
*
```

***

# 10
# C21H45NNbO6

A structure of composition C21H45NNbO6 (ωB97M-V with the def2-TZVPD basis set, the Open Molecules 2025 dataset).

Computed properties:
highest occupied orbital energy: -4.110 eV
gap between HOMO and LUMO: 6.308 eV

Structure (ORCA input):
```
! RIJCOSX wB97M-V def2-TZVPD def2/J DEFGRID3
* xyz -1 1
C -0.089 -3.984 2.391
C 0.876 -3.903 1.241
O 1.651 -3.029 1.194
O 0.863 -4.812 0.215
C -0.417 -4.914 -0.474
C -0.676 -3.665 -1.293
C -2.138 -3.456 -1.749
C -3.225 -3.902 -0.759
C -4.543 -3.129 -0.915
C -4.639 -1.900 -0.002
C -4.468 -2.185 1.479
C -4.362 -0.800 2.230
Nb -2.217 -0.013 2.243
N -2.493 1.033 0.423
C -1.436 1.371 -0.172
C -1.098 2.847 -0.310
C -0.457 0.406 -0.804
H -1.098 -3.822 2.005
H 0.078 -3.174 3.085
H -0.103 -4.955 2.891
H -0.322 -5.800 -1.096
H -1.173 -5.120 0.282
H -0.333 -2.751 -0.813
H -0.077 -3.765 -2.203
H -2.267 -2.376 -1.880
H -2.357 -3.891 -2.726
H -3.442 -4.958 -0.971
H -2.872 -3.899 0.268
H -4.593 -2.813 -1.964
H -5.387 -3.807 -0.763
H -5.617 -1.436 -0.159
H -3.908 -1.162 -0.339
H -3.553 -2.723 1.714
H -5.331 -2.711 1.902
H -4.973 -0.101 1.647
H -4.752 -0.881 3.248
H -1.591 -1.504 1.333
H -0.498 0.654 2.317
H -2.751 1.448 3.234
H -1.878 -0.833 3.844
H -1.515 3.365 0.550
H -1.575 3.227 -1.220
H -0.024 3.032 -0.383
H -0.623 0.335 -1.885
H -0.564 -0.578 -0.362
H 0.551 0.798 -0.673
O 1.248 4.662 -0.117
C 1.293 5.858 -0.162
O 0.583 6.580 0.733
C 0.707 7.991 0.891
C -0.177 8.742 -0.085
C 2.056 6.579 -1.251
H 1.752 8.301 0.827
H 0.383 8.201 1.910
H 0.108 8.544 -1.119
H -0.115 9.817 0.090
H -1.214 8.426 0.028
H 1.426 6.646 -2.137
H 2.942 5.994 -1.488
H 2.398 7.574 -0.973
O 7.579 0.231 -1.965
C 6.835 -0.571 -1.462
O 5.813 -1.064 -2.180
C 4.991 -2.159 -1.745
C 3.858 -1.701 -0.854
C 6.976 -0.972 -0.011
H 5.599 -2.934 -1.276
H 4.585 -2.595 -2.657
H 4.226 -1.245 0.065
H 3.216 -2.539 -0.584
H 3.255 -0.949 -1.364
H 6.472 -0.232 0.609
H 8.035 -0.983 0.237
H 6.586 -1.961 0.217
*
```

***

Per-record maximum force, Eh/bohr: 0.01572, 0.01291, 0.10055, 0.06573, 0.07669, 0.01763, 0.06481, 0.06610, 0.01106, 0.08821